Molecular formula: C9H14
Method: DFT, wB97M-V/def2-TZVPD

Element x y z (Å)
C -1.173 0.947 -2.055
C -1.030 -0.020 -0.841
C -0.974 -1.371 -1.001
C -1.118 -2.382 -0.014
C -1.032 -1.961 1.286
C -0.915 -0.613 1.558
C -0.756 0.244 0.494
H -1.732 1.774 -1.712
H -1.721 0.511 -2.892
H -0.316 1.251 -2.445
H -1.004 -1.777 -2.012
H -0.959 -3.490 -0.196
H -0.835 -2.719 2.030
H -1.027 -0.185 2.487
H -0.693 1.340 0.652
C 2.390 1.542 -0.150
C 3.133 2.236 1.002
H 1.330 1.764 -0.200
H 2.799 2.026 -1.113
H 2.847 0.610 -0.331
H 3.653 3.014 0.771
H 4.030 1.698 1.385
H 2.478 2.461 1.902

HOMO level	-9.03	eV
energy above the lowest of the compared OMol25 structures with the same formula, charge and spin	248.59	kJ/mol
structure (SMILES)	Cc1ccccc1.CC
LUMO level	1.05	eV
E_tot	-9557.6050	eV

***

Molecular formula: C9H14
Method: DFT, wB97M-V/def2-TZVPD

Element x y z (Å)
C 0.694 -0.277 -2.207
C -0.258 0.163 -1.205
C -0.676 1.452 -1.070
C -1.627 1.670 -0.029
C -2.057 0.698 0.840
C -1.580 -0.571 0.640
C -0.745 -0.846 -0.377
H 1.090 -1.260 -1.907
H 1.438 0.381 -2.629
H 0.085 -0.416 -3.143
H -0.369 2.320 -1.710
H -1.839 2.674 0.037
H -2.624 1.010 1.685
H -2.119 -1.452 1.099
H -0.382 -1.862 -0.607
C 2.544 -0.361 1.007
C 2.176 -1.344 2.065
H 3.495 -0.508 0.532
H 1.693 -0.314 0.136
H 2.496 0.589 1.469
H 1.364 -1.977 1.773
H 1.852 -0.779 3.031
H 3.002 -1.916 2.246

HOMO level	-8.97	eV
energy above the lowest of the compared OMol25 structures with the same formula, charge and spin	149.36	kJ/mol
structure (SMILES)	Cc1ccccc1.CC
LUMO level	1.04	eV
E_tot	-9558.6335	eV

***

Molecular formula: C9H14
Method: DFT, wB97M-V/def2-TZVPD

Element x y z (Å)
C 0.833 -2.454 1.380
C 0.880 -1.164 0.582
C 0.433 -1.119 -0.727
C 0.686 0.027 -1.501
C 1.169 1.165 -0.893
C 1.463 1.156 0.470
C 1.414 -0.022 1.194
H 0.409 -3.283 0.813
H 0.119 -2.376 2.209
H 1.831 -2.628 1.774
H -0.118 -1.947 -1.142
H 0.539 -0.107 -2.558
H 1.379 2.041 -1.478
H 1.802 2.082 0.916
H 1.666 -0.089 2.212
C -2.518 1.335 0.379
C -2.925 0.989 -1.039
H -1.657 0.754 0.700
H -2.315 2.395 0.433
H -3.238 1.052 1.143
H -3.114 -0.091 -1.100
H -3.869 1.432 -1.343
H -2.130 1.065 -1.777

HOMO level	-9.05	eV
energy above the lowest of the compared OMol25 structures with the same formula, charge and spin	40.56	kJ/mol
structure (SMILES)	Cc1ccccc1.CC
LUMO level	1.02	eV
E_tot	-9559.7611	eV

***

Molecular formula: C9H14
Method: DFT, wB97M-V/def2-TZVPD

Element x y z (Å)
C -1.673 0.636 -1.412
C -0.564 -0.352 -1.318
C -0.627 -1.439 -0.447
C 0.453 -2.315 -0.198
C 1.652 -2.060 -0.849
C 1.737 -0.892 -1.613
C 0.672 -0.044 -1.870
H -1.550 1.497 -2.081
H -1.789 1.120 -0.420
H -2.583 0.232 -1.888
H -1.549 -1.692 0.069
H 0.240 -3.257 0.296
H 2.576 -2.624 -0.697
H 2.675 -0.595 -2.069
H 0.890 0.753 -2.551
C -0.511 1.941 1.765
C 0.352 0.876 2.422
H -1.470 1.457 1.539
H -0.593 2.802 2.402
H 0.050 2.284 0.848
H 1.230 1.271 2.967
H 0.542 -0.013 1.851
H -0.160 0.416 3.256

HOMO level	-9.08	eV
energy above the lowest of the compared OMol25 structures with the same formula, charge and spin	75.37	kJ/mol
structure (SMILES)	Cc1ccccc1.CC
LUMO level	1.08	eV
E_tot	-9559.4003	eV

***

Molecular formula: C9H14
Method: DFT, wB97M-V/def2-TZVPD

Element x y z (Å)
C 0.442 0.441 4.123
C 0.360 0.432 2.613
C -0.084 1.531 1.877
C 0.101 1.583 0.505
C 0.520 0.463 -0.201
C 0.950 -0.640 0.527
C 0.764 -0.697 1.905
H 0.997 1.329 4.424
H 0.961 -0.444 4.471
H -0.553 0.516 4.570
H -0.637 2.310 2.380
H -0.291 2.431 -0.046
H 0.652 0.465 -1.265
H 1.299 -1.521 0.002
H 0.866 -1.662 2.387
C -0.922 -0.043 -3.463
C -0.715 -1.574 -3.545
H -0.589 0.356 -4.426
H -1.980 0.195 -3.491
H -0.357 0.425 -2.678
H 0.049 -1.784 -4.291
H -1.581 -2.193 -3.763
H -0.252 -1.920 -2.616

HOMO level	-8.98	eV
energy above the lowest of the compared OMol25 structures with the same formula, charge and spin	65.75	kJ/mol
structure (SMILES)	Cc1ccccc1.CC
LUMO level	1.07	eV
E_tot	-9559.5001	eV

***

Molecular formula: C9H14
Method: DFT, wB97M-V/def2-TZVPD

Element x y z (Å)
C -0.086 1.070 2.087
C 1.115 0.436 -0.026
C 0.043 1.125 0.629
C 1.143 0.423 -1.384
C 0.123 1.075 -2.116
C -0.874 1.934 -0.118
C -0.846 1.895 -1.473
H 1.747 -0.153 0.617
H 1.934 -0.050 -1.940
H 0.883 1.059 2.584
H -0.617 0.135 2.348
H 0.092 1.027 -3.194
H -1.576 2.538 0.432
H -1.549 2.429 -2.106
H -0.735 1.854 2.465
C -0.789 -2.605 0.523
C 0.286 -3.590 0.980
H -1.808 -2.949 0.728
H -0.762 -1.700 1.140
H -0.793 -2.285 -0.524
H 1.006 -3.075 1.628
H 0.821 -4.072 0.170
H -0.139 -4.353 1.640

HOMO level (alpha / beta)	-14.57 / -14.57	eV
2S+1	2
energy above the lowest of the compared OMol25 structures with the same formula, charge and spin	20.47	kJ/mol
net charge	+1
LUMO level (alpha / beta)	-4.39 / -8.16	eV
E_tot	-9551.2291	eV

***

Molecular formula: C9H14Br2N6
Method: DFT, wB97M-V/def2-TZVPD

Element x y z (Å)
C 3.142 0.920 1.163
C 2.610 1.389 -0.001
C 1.888 0.377 -0.936
N 0.456 0.294 -0.646
C -0.337 -0.009 -1.882
C -1.556 0.964 -2.052
Br -2.284 0.474 -3.911
C -1.095 2.494 -1.822
Br -2.548 3.919 -2.265
C 0.025 -0.493 0.441
N 0.320 -1.741 0.504
C -0.209 -2.461 1.438
N 0.188 -3.712 1.561
N -1.122 -2.050 2.234
C -1.507 -0.825 1.981
N -2.665 -0.370 2.571
N -1.021 0.026 1.077
H 3.181 -0.192 1.245
H 3.621 1.555 1.870
H 2.728 2.407 -0.326
H 2.085 0.714 -1.925
H 2.208 -0.616 -0.806
H 0.213 0.318 -2.769
H -0.456 -1.144 -1.892
H -2.225 0.753 -1.230
H -0.903 2.640 -0.731
H -0.230 2.639 -2.425
H 0.894 -3.957 0.958
H 0.267 -3.990 2.589
H -2.903 -0.963 3.408
H -2.765 0.638 2.580

HOMO level	-9.19	eV
structure (SMILES)	C=CCN(C[C@H](Br)CBr)c1nc(N)nc(N)n1
LUMO level	0.54	eV
E_tot	-158584.5849	eV

***

Molecular formula: C9H14ClNP
Method: DFT, wB97M-V/def2-TZVPD

Element x y z (Å)
C 1.605 1.113 2.324
C 0.490 1.293 1.616
C 1.042 1.066 -0.741
C 2.340 0.932 -1.007
C 3.285 -0.624 1.298
C 2.546 -0.023 2.242
C 0.351 0.402 0.400
C -2.589 -0.656 -1.823
C -1.126 0.081 0.106
N -1.162 -0.248 -1.358
P 3.645 -0.220 -0.431
Cl 3.151 1.801 -2.287
H 1.568 1.851 3.077
H -0.249 1.981 1.764
H 0.360 1.957 -1.226
H -0.558 -1.084 -1.536
H 2.779 -0.485 3.128
H 0.985 -0.391 0.542
H -3.184 0.189 -1.811
H -2.475 -0.782 -2.871
H -2.960 -1.482 -1.092
H -1.886 0.805 0.144
H -1.637 -0.717 0.604
H 3.817 -1.334 1.822
H -0.817 0.491 -1.841
H 3.100 -1.335 -0.952

HOMO level	-11.77	eV
energy above the lowest of the compared OMol25 structures with the same formula, charge and spin	98.35	kJ/mol
net charge	+1
LUMO level	-3.25	eV
E_tot	-32850.3995	eV

***

Molecular formula: C9H14F2NO2S
Method: DFT, wB97M-V/def2-TZVPD

Element x y z (Å)
C 0.293 -2.491 -0.541
C -0.811 3.707 -1.289
C -0.168 2.528 -0.662
C -0.356 1.153 -1.433
C 0.940 0.312 -1.288
C 1.107 -0.224 0.167
C -0.485 -1.721 1.657
C -2.080 -1.986 1.539
C 0.316 -1.515 0.455
N 0.319 -3.279 -1.382
O 3.428 -1.909 0.780
O 2.150 -2.933 2.591
F -2.759 -0.796 1.336
F -2.627 -2.582 2.598
S 2.429 -2.962 1.190
H -1.898 3.859 -1.136
H -0.717 3.891 -2.450
H -0.388 4.694 -0.935
H -0.684 2.539 0.367
H 0.930 2.709 -0.680
H -1.406 0.724 -1.028
H -0.572 1.272 -2.527
H 1.696 1.095 -1.328
H 1.152 -0.378 -2.148
H 2.150 -0.316 0.357
H 0.703 0.576 0.766
H -0.083 -2.574 2.237
H -0.422 -0.821 2.192
H -2.155 -2.571 0.592

HOMO level (alpha / beta)	-3.46 / -3.46	eV
net charge	-1
LUMO level (alpha / beta)	3.21 / 3.21	eV
E_tot	-31414.8569	eV

***

Copy entry 8 word for word.
Molecular formula: C9H14ClNP
Method: DFT, wB97M-V/def2-TZVPD

Element x y z (Å)
C 1.605 1.113 2.324
C 0.490 1.293 1.616
C 1.042 1.066 -0.741
C 2.340 0.932 -1.007
C 3.285 -0.624 1.298
C 2.546 -0.023 2.242
C 0.351 0.402 0.400
C -2.589 -0.656 -1.823
C -1.126 0.081 0.106
N -1.162 -0.248 -1.358
P 3.645 -0.220 -0.431
Cl 3.151 1.801 -2.287
H 1.568 1.851 3.077
H -0.249 1.981 1.764
H 0.360 1.957 -1.226
H -0.558 -1.084 -1.536
H 2.779 -0.485 3.128
H 0.985 -0.391 0.542
H -3.184 0.189 -1.811
H -2.475 -0.782 -2.871
H -2.960 -1.482 -1.092
H -1.886 0.805 0.144
H -1.637 -0.717 0.604
H 3.817 -1.334 1.822
H -0.817 0.491 -1.841
H 3.100 -1.335 -0.952

HOMO level	-11.77	eV
energy above the lowest of the compared OMol25 structures with the same formula, charge and spin	98.35	kJ/mol
net charge	+1
LUMO level	-3.25	eV
E_tot	-32850.3995	eV